DFT (the ωB97M-V functional and the def2-TZVPD basis) results for a 7-piece molecular cluster, C3H16N2O6 overall at a distorted geometry.

XYZ file:
```
27
Properties=species:S:1:pos:R:3:forces:R:3
C -2.220733 -0.943679 1.456399 -0.030 0.072 -0.426
C -2.525212 0.007781 0.531997 -0.137 0.582 -0.437
N -2.272686 1.214330 1.134632 0.003 -0.297 0.700
C -1.839554 0.926230 2.392314 1.512 0.227 -0.338
N -1.732611 -0.357434 2.601285 -0.644 -0.358 0.165
H -2.334143 -2.001849 1.299068 0.053 -0.154 0.294
H -2.925015 -0.018452 -0.468618 0.039 -0.276 0.042
H -2.136333 2.115860 0.714731 -0.210 -0.002 -0.164
H -1.324349 1.663235 2.992878 -0.483 0.105 0.150
H -0.711342 1.552928 -2.556705 -0.161 -0.133 0.325
H -1.999276 2.038792 -1.810766 0.143 -0.339 0.112
O -1.393651 2.229762 -2.526519 0.061 0.427 -0.457
H 3.189751 -0.327860 -0.264540 0.182 0.107 -0.050
H 3.230122 -0.718157 1.201517 -0.060 0.178 -0.101
O 3.370843 0.034599 0.611410 0.024 -0.235 0.055
H 0.174975 -1.685261 1.157842 -0.157 -0.101 0.658
H 1.347402 -2.251013 2.110713 -0.735 -0.053 0.202
O 1.120854 -1.799386 1.296878 0.925 0.078 -0.572
H 1.035186 -2.128871 -0.761130 0.020 0.209 0.597
H 0.313449 -0.763307 -1.092523 0.147 -0.099 0.667
O 0.407480 -1.695473 -1.340061 -0.280 -0.131 -1.104
H 1.489986 0.642597 0.475919 0.006 0.223 -0.074
H 1.201264 1.320342 -0.870156 0.126 -0.015 0.138
O 0.775410 1.047171 -0.046076 -0.340 -0.132 -0.085
H 1.933074 0.335811 -3.448871 0.114 -0.034 -0.016
H 1.799938 -0.683648 -2.295824 -0.252 0.271 -0.260
O 2.025167 0.244952 -2.495793 0.137 -0.120 -0.020
```
Forces are in eV/Å.

- spin multiplicity = 1
- largest force on an atom (Eh/bohr) = 0.030
- energy relative to the best compared isomer or geometry (same formula, charge and spin) (kJ/mol) = 59.2
- E (hartree) = -684.8619
- E_LUMO (eV) = 0.29
- total charge = 0
- HOMO-LUMO gap (Eh) = 0.3472
- SMILES = c1c[nH]cn1.O.O.O.O.O.O

Atomic partial charges in e from the Mulliken method, atoms 1 to 8: -0.80 0.01 -0.01 -0.23 -0.52 0.49 0.44 0.26

DFT (the ωB97M-V functional and the def2-TZVPD basis) results for C41H58NOP3V as an isolated structure at a distorted geometry.

XYZ file:
```
105
Properties=species:S:1:pos:R:3:forces:R:3
V -0.750387 0.316145 -0.303014 1.840 -2.036 0.718
C 2.536365 -0.398313 0.350129 -0.413 0.231 -0.195
C 2.383195 1.124033 0.584801 -0.191 -0.300 0.140
P 0.996740 1.495670 1.789969 0.853 0.408 0.294
C 0.542934 3.241321 1.412274 0.037 -0.018 -0.088
C 1.245654 4.080728 0.554558 -0.006 -0.053 -0.109
C 0.873814 5.409812 0.408327 -0.020 0.074 -0.024
C -0.197899 5.920422 1.125274 -0.010 0.008 -0.004
C -0.905470 5.090600 1.983771 -0.025 0.007 0.018
C -0.536953 3.761781 2.123080 0.000 -0.050 -0.076
C 1.977541 2.023319 3.299184 -0.297 -0.267 -0.004
C 1.413638 1.764573 4.545763 0.026 -0.073 -0.118
C 1.977517 2.281347 5.704398 -0.006 0.001 0.080
C 3.128607 3.049217 5.632057 -0.021 -0.015 0.007
C 3.709796 3.298817 4.395657 0.045 0.007 -0.014
C 3.133058 2.798191 3.239902 0.018 -0.035 -0.019
P 2.688935 -1.035281 -1.409822 0.485 0.180 0.199
C 4.529985 -1.120616 -1.638294 -0.169 -0.141 -0.036
C 5.490908 -1.024101 -0.638902 -0.043 0.067 -0.002
C 6.845764 -1.091021 -0.946193 0.033 -0.003 0.017
C 7.259181 -1.281778 -2.252905 0.055 -0.057 -0.004
C 6.309033 -1.419328 -3.257540 -0.037 0.005 -0.012
C 4.962825 -1.341495 -2.950093 0.010 0.007 0.054
C 2.452962 0.412991 -2.534788 -0.115 -0.218 0.032
C 1.456315 0.292975 -3.502287 0.051 -0.056 0.114
C 1.326661 1.238476 -4.509745 -0.061 0.113 -0.052
C 2.182286 2.328305 -4.549191 -0.071 -0.035 -0.024
C 3.172643 2.464929 -3.585097 0.080 0.014 0.080
C 3.315655 1.509071 -2.591863 -0.095 0.054 -0.016
H 1.652125 -0.919204 0.731607 0.025 -0.033 -0.005
H 3.382752 -0.783982 0.917508 -0.076 -0.057 0.010
H 2.133486 1.639334 -0.341988 0.002 -0.018 -0.023
H 3.331591 1.511992 0.952137 -0.012 0.221 -0.104
H 2.083142 3.706191 -0.022546 -0.011 0.003 0.035
H 1.421742 6.052593 -0.269899 0.020 -0.025 0.005
H -0.483515 6.958531 1.013071 0.000 -0.004 -0.003
H -1.748045 5.481204 2.540871 0.002 -0.019 0.009
H -1.093334 3.108994 2.788343 -0.017 0.038 0.018
H 0.518114 1.155275 4.598584 -0.015 0.024 0.045
H 1.511838 2.090197 6.663239 0.020 -0.030 -0.002
H 3.570434 3.456215 6.532456 0.002 -0.007 0.001
H 4.609238 3.898519 4.330037 -0.009 0.006 0.004
H 3.581307 3.036519 2.283093 -0.002 0.043 0.005
H 5.203482 -0.883452 0.395004 0.034 0.037 -0.025
H 7.577799 -0.986874 -0.154908 -0.003 -0.026 -0.001
H 8.313933 -1.340306 -2.489286 -0.002 0.021 0.006
H 6.617598 -1.586111 -4.281936 0.010 0.007 0.006
H 4.225349 -1.437333 -3.739428 0.021 -0.003 -0.026
H 0.802455 -0.572317 -3.476634 -0.007 0.038 -0.003
H 0.565047 1.117634 -5.269855 -0.018 0.013 0.021
H 2.088366 3.066764 -5.335442 -0.008 -0.009 -0.001
H 3.852567 3.307059 -3.624714 -0.010 0.003 0.018
H 4.117725 1.603099 -1.869681 0.026 -0.019 0.004
C -2.219374 -1.813806 2.910164 0.003 -0.024 0.005
C -3.234374 -2.204656 1.823784 0.242 0.189 -0.214
C -4.151447 -0.986919 1.643705 0.042 -0.068 0.018
C -4.078177 -3.393853 2.280174 0.001 0.003 -0.094
P -2.276895 -2.427216 0.190020 -0.753 -0.839 0.118
N -1.148587 -1.358978 0.072710 -0.652 -2.322 0.522
C -3.524780 -2.301466 -1.270499 0.385 0.053 0.147
C -3.877248 -0.827165 -1.519526 -0.019 -0.041 0.108
C -2.745629 -2.770226 -2.509737 0.022 0.022 0.051
C -4.810551 -3.115839 -1.125664 0.065 -0.037 0.038
C -1.504923 -4.172835 0.174121 -0.019 0.325 -0.046
C -0.818200 -4.379285 1.531495 0.021 0.054 -0.002
C -0.379637 -4.164385 -0.872502 0.013 -0.009 -0.049
C -2.468207 -5.328309 -0.096767 0.003 0.026 0.044
H -2.757954 -1.402337 3.768254 -0.046 -0.021 -0.009
H -1.539773 -1.050402 2.528622 0.024 -0.011 0.068
H -1.633937 -2.658270 3.264874 0.018 0.032 -0.002
H -4.548597 -0.689356 2.617470 0.032 -0.028 0.027
H -5.001302 -1.213105 1.003278 0.003 0.087 -0.009
H -3.588955 -0.143903 1.236174 -0.103 0.048 -0.019
H -4.629107 -3.099338 3.177657 -0.030 -0.015 -0.001
H -3.475159 -4.261938 2.539086 -0.026 0.004 0.008
H -4.804325 -3.693063 1.522862 -0.014 -0.006 0.078
H -2.991425 -0.199551 -1.401124 -0.058 0.079 -0.101
H -4.653261 -0.462258 -0.851499 0.034 0.037 0.008
H -4.245418 -0.707522 -2.541508 0.017 -0.051 -0.014
H -1.748476 -2.324901 -2.511203 -0.008 -0.044 -0.120
H -3.262737 -2.447078 -3.416490 -0.062 0.002 0.041
H -2.658941 -3.854041 -2.552693 0.053 0.019 -0.021
H -5.479443 -2.690271 -0.378019 -0.012 -0.031 -0.011
H -4.618670 -4.156119 -0.866425 -0.074 0.042 -0.044
H -5.339172 -3.104100 -2.083122 -0.022 0.012 0.001
H -0.192092 -3.519241 1.774898 0.015 -0.033 0.047
H -0.170064 -5.256987 1.472109 -0.024 -0.020 -0.050
H -1.523917 -4.552539 2.341044 0.032 0.028 0.011
H 0.170113 -3.225488 -0.825621 0.099 0.008 -0.043
H -0.750775 -4.299155 -1.885476 0.033 0.011 0.006
H 0.317635 -4.981111 -0.667946 -0.052 -0.027 0.033
H -3.332834 -5.314963 0.567537 0.039 -0.073 -0.021
H -1.940319 -6.272957 0.060408 0.018 -0.005 0.010
H -2.821677 -5.325021 -1.126979 -0.024 -0.033 0.031
C -3.172871 2.962018 -0.342677 0.291 -0.071 -0.102
C -1.873143 2.961323 -1.151886 -0.493 0.418 -0.214
C -2.185939 2.937746 -2.648647 0.226 -0.115 0.223
O -1.075603 1.867746 -0.797618 -1.208 4.457 -1.473
H -3.745899 3.863746 -0.564027 -0.038 -0.012 0.035
H -2.949300 2.939188 0.722374 -0.022 -0.009 0.076
H -3.777752 2.087553 -0.597889 0.005 0.010 0.004
H -1.328201 3.885184 -0.925234 0.099 -0.049 0.083
H -2.582598 1.955214 -2.916580 -0.040 0.032 -0.032
H -1.281742 3.118131 -3.228927 0.028 -0.045 -0.068
H -2.924837 3.700770 -2.895575 0.014 0.014 -0.033
```
Forces are in eV/Å.

- spin multiplicity = 4
- largest force on an atom (Eh/bohr) = 0.094
- energy relative to the best compared isomer or geometry (same formula, charge and spin) (kJ/mol) = 80.4
- E (hartree) = -3695.1262
- E_LUMO (alpha / beta) (eV) = 0.72 / 0.55
- total charge = 0
- HOMO-LUMO gap (alpha / beta) (Eh) = 0.2428 / 0.3174

Atomic partial charges in e from the Mulliken method, atoms 1 to 8: 1.40 -0.81 -0.47 0.61 0.81 -0.06 -0.77 -0.54

- Which of these has the highest spin multiplicity?
  C41H58NOP3V

- Look up the total charge of the first one.
  0